Molecular formula: C35H36MnN5O7S3
Method: DFT, wB97M-V/def2-TZVPD

Each line ends with the Mulliken spin population.
CARTESIAN COORDINATES (ANGSTROEM)
N -1.134 -0.872 1.470  0.00
C -0.620 -1.295 -2.091  -0.03
C -0.475 -3.223 -3.535  0.00
H 4.268 -2.083 2.304  0.00
H 0.621 6.018 -0.639  0.00
N -1.718 7.248 -0.183  0.00
S 5.928 -1.647 0.663  0.00
H 7.349 0.230 0.725  0.00
C 2.093 0.944 1.945  0.03
H 2.803 1.510 1.353  0.00
H 3.945 -0.568 1.483  0.00
H -0.310 1.594 -2.834  -0.01
C 6.317 0.104 0.396  0.00
H -4.736 -0.221 -0.248  0.00
C -5.270 -1.172 -0.279  0.00
H -2.715 -1.851 -1.113  0.00
H -0.896 -2.318 3.912  0.00
O -0.753 1.759 0.013  -0.06
Mn 0.650 0.798 -0.512  3.39
C -2.247 3.583 0.169  0.00
C -0.909 -0.471 -3.188  0.00
H 3.108 1.220 3.812  0.00
H -0.793 -2.841 -5.623  0.00
C -0.955 3.064 -0.076  -0.02
O -3.204 1.507 0.575  0.00
O 2.364 4.321 -0.824  0.02
C -2.866 -3.356 1.717  0.00
H 1.454 -0.070 5.103  0.00
C -5.564 -2.765 1.661  0.00
H -6.325 -0.976 -0.098  0.00
S 2.412 -1.579 -0.946  -0.04
N -2.478 -1.819 -0.132  0.01
C -1.361 -1.144 0.173  0.06
H -0.169 -3.275 -1.413  0.00
C -4.729 -2.130 0.745  0.00
H 6.786 1.502 -1.156  0.00
H 2.340 -2.607 1.137  0.00
C 0.992 0.353 1.350  -0.31
C 3.764 -1.566 -2.164  0.00
H -6.625 -2.545 1.636  0.00
H -1.931 1.183 -2.251  0.00
O -0.777 7.975 -0.415  0.00
C 0.031 -0.353 2.056  -0.02
H -3.488 5.319 0.324  0.00
H 6.543 -0.132 -1.746  0.00
C -3.716 -3.959 2.629  0.00
C 3.192 -2.352 0.500  0.00
C 0.068 3.972 -0.389  0.05
H -1.804 -0.829 4.188  0.00
O -4.475 3.236 0.589  0.00
H -3.327 -4.674 3.342  0.00
H -1.610 1.392 -3.975  0.00
S 4.473 1.054 -1.483  0.00
C -1.456 5.797 -0.152  0.01
C 1.466 3.538 -0.721  0.01
C -2.496 4.940 0.133  -0.01
H 3.078 0.215 -3.151  0.00
C -0.186 5.334 -0.412  0.00
H 5.699 0.693 1.075  0.00
C 4.231 -1.602 1.325  0.00
H -1.812 -3.611 1.693  0.00
H -0.312 -4.285 -3.665  0.00
C -1.207 0.998 -3.043  0.04
H -1.884 -1.113 2.101  0.00
C 1.322 0.050 4.034  0.04
C -0.955 -1.058 -4.452  0.00
O 1.639 2.226 -0.929  0.03
H -5.746 -4.126 3.303  0.00
H -1.179 -0.434 -5.309  0.00
C 4.000 -0.173 -2.710  0.00
C -0.809 -1.281 4.249  0.00
H -5.183 -1.582 -1.289  0.00
C 0.206 -0.522 3.438  -0.03
C 6.174 0.608 -1.034  0.00
O -2.853 7.611 0.044  0.00
H 4.658 -1.939 -1.671  0.00
H -0.526 -1.291 5.299  0.00
N -0.506 -0.754 -0.761  -0.10
C -5.070 -3.657 2.600  0.00
H 3.607 -3.298 0.147  0.00
C -0.743 -2.413 -4.630  0.00
C -0.403 -2.663 -2.274  -0.02
C 2.256 0.778 3.311  -0.02
H 3.492 -2.255 -2.965  0.00
C -3.369 -2.434 0.803  0.00
N -3.391 2.709 0.473  0.00
H 4.736 -0.202 -3.515  0.00

- electronic energy (Eh) = -4501.0011
- molar mass (g/mol) = 789.8
- maximum force (eV/A) = 0.8
- net charge = +1
- multiplicity = 4
- gap between HOMO and LUMO (spin up / spin down) (eV) = 6.205 / 6.946
- relative energy (zero: lowest compared OMol25 entry of this formula, charge and spin) (kJ/mol) = 0.0